One molecule with the formula C4H9NO, computed with the ωB97M-V functional and the def2-TZVPD basis.

The geometry in XYZ format:
```
15
C4H9NO, DFT the ωB97M-V functional and the def2-TZVPD basis
C -0.49603 0.75250 1.49525
C -0.94755 0.34227 0.07596
C 0.24532 -0.31694 -0.55917
N 0.49032 -1.56830 -0.53758
O -0.56255 -2.29770 0.02585
C 1.24408 0.56462 -1.24507
H 0.18512 -0.01380 1.85700
H 0.04364 1.70581 1.48805
H -1.32031 0.82963 2.21025
H -1.78173 -0.36017 0.12824
H -1.26199 1.19941 -0.53543
H -0.25083 -3.20584 -0.06748
H 2.18141 0.03740 -1.43401
H 0.78875 0.83586 -2.20322
H 1.44234 1.49527 -0.69864
```

Computed properties:
Net charge: 0
E_tot in eV: -7830.03759
Energy relative to the best compared isomer or geometry (same formula, charge and spin) in kcal/mol: 52.6
Lowest unoccupied orbital energy in eV: 1.089